(1)
The molecule C9H14, computed with wB97M-V/def2-TZVPD.

Computed properties:
HOMO energy (hartree): -0.294
ΔE to the lowest compared entry with this formula, charge and spin (kcal per mole): 106.4

Structure (XYZ):
```
23
C9H14, DFT wB97M-V/def2-TZVPD
C 2.79 -0.54 0.40
C -0.77 -1.94 -0.60
C -1.09 0.70 0.18
C 1.64 0.00 -0.48
C -0.42 -0.63 0.05
C -0.05 1.87 -0.14
C -0.73 -0.10 1.45
C 1.23 1.41 -0.33
C -2.48 0.90 -0.26
H 2.51 -0.88 1.36
H 0.07 0.45 1.84
H -1.18 -1.74 -1.58
H 1.95 2.23 -0.67
H -0.42 2.86 -0.14
H 3.69 0.12 0.38
H 1.73 -0.45 -1.50
H -0.12 -2.73 -0.68
H -1.47 -0.60 2.07
H -1.68 -2.38 -0.09
H -2.52 1.55 -1.11
H -2.90 -0.09 -0.48
H -3.04 1.37 0.46
H 3.26 -1.36 -0.13
```

=====

(2)
A structure of composition C23H26N6OOsPS, computed with wB97M-V/def2-TZVPD.

Computed properties:
Total charge: +3
HOMO energy (alpha / beta) (hartree): -0.588 / -0.588
ΔE to the lowest compared entry with this formula, charge and spin (kcal per mole): 0.0

Structure (XYZ):
```
59
C23H26N6OOsPS, DFT wB97M-V/def2-TZVPD
Os -0.58 0.07 -0.22
S -2.42 1.37 -0.61
P -3.48 -1.30 0.97
O -2.26 -1.14 -0.01
N 0.19 2.05 -0.38
N 1.34 -3.71 0.25
N 0.02 -1.97 -0.40
N -2.55 3.86 -1.53
N -0.47 3.13 -0.90
N 1.23 -0.03 0.40
C 0.82 -4.02 -0.91
C 3.53 5.95 -0.06
C 1.98 -1.29 0.58
C -3.44 -0.19 2.37
C 2.97 -1.27 1.70
C -4.99 -1.09 0.06
C -0.50 -3.96 -3.36
C 1.53 4.74 0.50
C 2.26 5.92 0.49
C 2.10 3.57 -0.01
C 0.30 -5.11 -2.92
C 3.39 3.60 -0.55
C 1.40 2.29 0.03
C 4.10 4.79 -0.59
C 2.01 1.11 0.60
C 3.09 1.10 1.41
C -0.01 -2.86 -1.33
C 3.52 -0.12 2.07
C -0.67 -2.86 -2.61
C 0.96 -5.16 -1.73
C -1.72 2.94 -1.05
C 0.91 -2.38 0.65
C -3.43 -2.97 1.61
H 4.29 -0.07 2.83
H 3.29 -2.22 2.12
H -2.48 -3.15 2.12
H 1.91 -4.32 0.82
H -4.23 -3.11 2.33
H -2.50 -0.30 2.91
H -1.25 -2.00 -2.92
H -5.02 -0.09 -0.38
H 0.37 -5.95 -3.59
H -5.84 -1.21 0.72
H 0.42 -2.38 1.63
H -5.05 -1.83 -0.74
H 1.55 -6.01 -1.43
H 3.60 2.03 1.59
H -2.18 4.76 -1.82
H -0.96 -4.03 -4.34
H -3.56 0.84 2.06
H 0.54 4.72 0.93
H -4.26 -0.46 3.03
H -3.54 3.69 -1.65
H 4.09 6.88 -0.09
H 2.52 -1.47 -0.37
H -3.55 -3.69 0.80
H 3.83 2.70 -0.97
H 1.82 6.82 0.90
H 5.08 4.82 -1.03
```

=====

(3)
The molecule C6H9N3, computed with wB97M-V/def2-TZVPD.

Computed properties:
SMILES: [H]/N=C\N/C=N\C=C\C=C
HOMO energy (hartree): -0.312
ΔE to the lowest compared entry with this formula, charge and spin (kcal per mole): 41.0

Structure (XYZ):
```
18
C6H9N3, DFT wB97M-V/def2-TZVPD
N -1.32 -0.69 0.96
N -3.42 0.06 1.97
N 0.76 -1.73 0.46
C 1.45 1.43 -2.57
C -0.30 -1.62 1.15
C 1.88 1.45 -1.31
C 1.42 0.52 -0.22
C -2.38 -0.60 1.89
C 1.15 -0.77 -0.43
H 1.79 2.16 -3.24
H 2.60 2.22 -1.02
H -2.25 -1.37 2.71
H -3.50 0.81 1.18
H -0.38 -2.39 1.87
H 1.48 -1.12 -1.39
H 1.29 0.85 0.77
H -1.04 0.11 0.34
H 0.77 0.69 -3.11
```

=====

(4)
A cluster of 7 separate species, C10H24Br6N4O8 in total, computed with wB97M-V/def2-TZVPD.

Computed properties:
SMILES: C[N+](=O)[O-].C[N+](=O)[O-].C[N+](=O)[O-].C[N+](=O)[O-].BrCCBr.BrCCBr.BrCCBr
HOMO energy (hartree): -0.381
ΔE to the lowest compared entry with this formula, charge and spin (kcal per mole): 18.2

Structure (XYZ):
```
52
C10H24Br6N4O8, DFT wB97M-V/def2-TZVPD
Br 17.36 0.74 18.47
Br 16.65 7.13 21.19
Br 14.93 7.34 24.29
Br 15.02 2.61 28.46
Br 14.46 1.38 21.99
Br 16.52 2.04 25.22
O 18.55 12.72 21.30
O 21.18 4.79 25.66
O 19.40 5.03 26.83
O 18.36 11.45 23.02
O 13.43 4.17 19.93
O 14.06 12.94 24.32
O 11.66 4.22 21.13
O 14.30 12.11 26.28
N 14.46 12.09 25.09
N 12.37 3.69 20.30
N 18.37 11.64 21.82
N 19.99 4.92 25.78
C 18.29 10.46 20.91
C 15.18 10.93 24.48
C 19.14 4.86 24.54
C 14.37 6.25 22.73
C 15.42 1.65 20.32
C 14.87 3.01 25.67
C 14.00 2.41 26.77
C 15.63 5.70 22.07
C 11.97 2.39 19.73
C 16.66 0.76 20.29
H 19.32 3.87 24.13
H 14.89 10.84 23.44
H 14.85 9.96 24.86
H 16.41 -0.25 20.62
H 17.37 1.21 20.98
H 15.30 5.04 21.27
H 13.03 2.88 26.89
H 19.21 9.91 21.04
H 18.09 10.86 19.92
H 18.13 5.05 24.87
H 13.85 1.34 26.64
H 13.66 5.48 23.03
H 15.70 2.70 20.18
H 14.77 1.41 19.49
H 14.33 3.18 24.74
H 11.05 2.14 20.25
H 16.28 5.12 22.71
H 16.23 11.06 24.73
H 12.79 1.69 19.90
H 13.86 6.90 22.02
H 19.59 5.53 23.81
H 15.10 4.00 26.07
H 17.47 9.84 21.28
H 11.83 2.49 18.66
```

=====

(5)
A cluster of 2 separate species, C4H14N2O in total, computed with wB97M-V/def2-TZVPD.

Computed properties:
SMILES: NCCCCN.O
HOMO energy (hartree): -0.332
ΔE to the lowest compared entry with this formula, charge and spin (kcal per mole): 44.2

Structure (XYZ):
```
21
C4H14N2O, DFT wB97M-V/def2-TZVPD
O -4.54 -1.95 -0.86
N 1.22 1.81 1.93
N 2.04 -1.71 -0.46
C -0.01 1.65 1.15
C 0.04 -0.08 -0.79
C 1.56 -0.41 -1.00
C -0.22 0.18 0.72
H -0.15 0.89 -1.28
H -0.51 -0.84 -1.34
H 1.45 2.79 2.01
H 1.30 -2.40 -0.46
H 0.04 2.22 0.20
H 1.69 -0.56 -2.08
H 2.54 -1.51 0.38
H -0.94 2.05 1.55
H -3.74 -1.67 -1.32
H -1.22 -0.03 1.12
H 0.48 -0.52 1.18
H 2.15 0.43 -0.63
H -5.15 -1.61 -1.50
H 1.97 1.29 1.49
```

=====

(6)
A cluster of 14 separate species, C41H72Cl2F14N11O16S4 in total, computed with wB97M-V/def2-TZVPD.

Computed properties:
Total charge: -1
HOMO energy (hartree): -0.261

Structure (XYZ):
```
160
C41H72Cl2F14N11O16S4, DFT wB97M-V/def2-TZVPD
Cl -0.89 6.74 2.71
Cl -1.36 6.94 -0.11
S 5.18 0.97 -3.31
S -0.56 0.98 1.28
S 3.23 2.48 -3.68
S -0.54 -0.43 -0.84
F 7.47 0.17 -2.31
F 1.29 2.70 2.06
F 0.93 2.31 -2.31
F 0.42 -2.45 -2.43
F 1.83 -1.50 -1.17
F 0.85 3.65 -4.03
F -0.67 2.95 2.98
F 6.96 2.18 -1.59
F 0.52 -4.76 1.13
F 1.13 -0.43 -2.89
F -0.37 3.60 0.89
F 1.79 4.27 -2.16
F 5.95 0.46 -0.81
F 1.42 0.10 8.53
O 5.89 1.65 -4.44
O -3.52 -6.03 -3.44
O 4.01 -0.94 1.30
O -1.44 0.12 -1.83
O -0.22 0.10 2.35
O -3.63 5.65 -2.94
O 2.79 1.53 -4.63
O 3.28 -4.68 -5.15
O 4.77 -0.43 -3.66
O 3.72 3.73 1.17
O -1.97 1.11 1.04
O -6.24 -2.93 -2.36
O 3.96 3.66 -4.22
O -4.69 4.06 1.45
O -1.08 -1.51 -0.04
O -4.00 -3.29 3.38
N -2.61 -4.01 -4.01
N 2.93 1.40 -0.16
N 5.44 3.11 2.47
N -3.60 4.24 -1.16
N 3.98 1.96 -2.49
N 0.38 0.75 0.07
N -5.55 -1.29 -3.73
N 3.28 -1.17 3.41
N -2.98 -2.35 1.57
N -4.37 3.38 3.55
N 3.48 -2.47 -4.92
C 4.33 3.81 2.24
C 1.07 -7.90 -0.51
C 0.53 -6.94 0.35
C 1.18 2.06 5.40
C 3.84 -3.75 -4.62
C 1.01 3.33 5.86
C 3.25 -1.43 2.10
C 6.50 0.94 -1.91
C 1.80 -7.52 -1.64
C -2.02 6.57 1.46
C -4.21 -1.96 0.84
C 0.80 -1.28 -1.94
C 4.93 -4.10 -3.59
C 1.63 -5.19 -0.95
C 2.12 -6.16 -1.83
C 4.16 -0.20 4.06
C -2.36 -4.86 -1.72
C -2.89 -5.06 -3.17
C -0.01 2.73 1.82
C -3.97 5.31 -1.82
C -5.29 1.84 1.94
C -4.64 -0.64 -2.82
C 1.03 2.44 8.13
C -6.17 -2.46 -3.49
C 6.02 2.16 1.54
C -2.57 3.35 -1.65
C 3.83 4.78 3.29
C 2.36 -2.63 1.74
C -3.86 4.65 4.14
C 1.38 0.96 6.26
C 0.86 -5.62 0.15
C -4.78 3.19 2.31
C 0.92 3.48 7.23
C 2.47 -2.14 -5.88
C 1.55 3.26 -2.97
C 1.25 1.16 7.64
C -3.08 -3.94 -5.44
C -4.97 6.21 -1.07
C -6.92 -3.16 -4.65
C -1.58 -3.29 3.33
C -2.97 -2.94 2.76
H -2.90 7.16 1.71
H -3.58 -4.86 -5.73
H -5.18 5.93 -0.04
H 2.24 -3.31 2.58
H 3.40 5.65 2.79
H 5.41 -3.20 -3.20
H 5.83 3.13 3.40
H -5.59 -0.91 -4.67
H 6.05 1.18 2.02
H -5.02 -2.52 1.31
H 1.22 1.84 4.35
H -4.20 -2.14 -0.24
H -1.30 -4.32 3.08
H -5.91 6.21 -1.62
H 5.42 2.10 0.63
H 0.89 -8.95 -0.34
H 1.63 -1.77 -5.29
H -4.38 5.49 3.67
H -4.58 7.22 -1.16
H 3.05 4.30 3.89
H -5.94 1.37 2.68
H 0.95 2.64 9.18
H 3.28 1.65 -1.08
H 3.73 0.18 4.99
H -2.62 2.35 -1.23
H -5.07 0.11 -2.16
H -2.09 -2.10 1.16
H 2.76 -3.26 0.95
H 2.82 -1.35 -6.54
H 1.36 -2.45 1.35
H -2.02 -3.27 -3.65
H 2.15 -8.36 -2.23
H -4.02 4.77 5.21
H 4.69 5.03 3.90
H -3.89 4.14 -0.20
H -5.81 1.87 0.99
H -1.71 -3.99 -1.58
H 4.41 0.65 3.43
H 3.11 2.12 0.52
H -2.33 5.52 1.49
H -0.12 -7.29 1.13
H 2.77 -1.80 4.02
H -4.50 1.11 1.78
H -4.45 -0.93 1.09
H 4.47 -4.52 -2.70
H 1.86 -4.15 -1.10
H -6.38 -3.08 -5.59
H -1.58 -3.13 4.41
H -3.77 -3.11 -5.59
H -0.78 -2.63 3.01
H -7.10 -4.19 -4.34
H 5.62 -4.82 -4.02
H 7.06 2.45 1.38
H -1.56 3.73 -1.49
H -4.10 -1.33 -2.18
H -1.71 -5.68 -1.42
H 3.94 -1.73 -4.41
H -3.94 -0.05 -3.41
H 0.70 4.44 7.68
H 1.94 1.24 -0.25
H -4.42 2.70 4.29
H -3.17 -4.83 -1.00
H -2.83 3.24 -2.70
H -7.90 -2.70 -4.73
H 2.16 -3.02 -6.45
H 1.46 -0.06 5.93
H 5.05 -0.64 4.52
H -2.79 4.73 3.95
H 2.72 -5.98 -2.71
H 3.30 0.49 0.08
H -2.18 -3.74 -6.02
H 0.85 4.14 5.15
```

=====

(7)
A structure of composition C36H28BrCaF4N6OPS2Se, computed with wB97M-V/def2-TZVPD.

Computed properties:
Total charge: +2
HOMO energy (hartree): -0.493
ΔE to the lowest compared entry with this formula, charge and spin (kcal per mole): 3.3

Structure (XYZ):
```
81
C36H28BrCaF4N6OPS2Se, DFT wB97M-V/def2-TZVPD
Br 2.94 0.31 0.38
Se 0.39 5.20 -5.96
Ca -0.11 0.14 0.09
S -0.32 -3.29 0.79
S -2.83 0.06 -0.08
P 0.51 0.11 2.85
F 4.46 -0.26 6.13
F 6.33 -0.08 4.18
F 5.59 0.16 1.61
F 1.88 -0.20 5.53
O 0.15 -1.90 0.31
N -0.09 2.41 -0.47
N -3.43 2.73 -0.04
N 0.13 0.30 -2.21
N -3.55 1.89 -2.01
N 0.38 3.43 -5.87
N 0.24 5.43 -4.22
C -3.90 3.23 -2.11
C -3.58 0.94 -3.12
C 0.02 2.69 -1.78
C -1.24 -3.95 -0.58
C 0.67 -2.53 3.87
C 3.31 0.11 2.23
C 0.03 5.05 -1.33
C -0.15 3.42 0.40
C 2.32 0.02 3.21
C 2.75 -0.10 4.53
C 0.20 4.24 -3.69
C -0.09 4.76 0.01
C -0.50 3.70 5.58
C 0.77 2.67 3.81
C 0.25 1.76 -4.10
C 0.13 1.55 -2.73
C 4.09 -0.14 4.86
C -1.21 2.52 5.75
C 0.24 -0.74 -3.04
C 1.13 -4.31 0.63
C -0.93 1.41 4.96
C 0.06 1.48 3.98
C -0.14 -1.45 3.54
C 0.37 0.66 -4.95
C -3.82 3.76 -0.88
C -1.53 -1.59 3.61
C 5.05 -0.05 3.87
C -2.09 -2.77 4.08
C 0.10 -3.71 4.33
C -1.28 -3.83 4.45
C 0.08 4.00 -2.25
C 0.50 3.77 4.61
C 4.65 0.08 2.55
C 0.36 -0.61 -4.41
C -3.26 1.58 -0.73
C 0.28 3.13 -4.60
H 0.25 -1.72 -2.57
H -2.11 -3.30 -0.72
H 0.86 -5.34 0.87
H -2.96 0.08 -2.86
H -2.18 -0.78 3.28
H 0.74 -4.54 4.61
H 1.75 -2.45 3.79
H 1.51 -4.22 -0.39
H 0.08 6.07 -1.69
H -0.71 4.55 6.21
H -1.47 0.48 5.13
H -3.19 1.42 -4.01
H -4.18 3.68 -3.05
H -1.98 2.45 6.51
H -1.58 -4.95 -0.31
H 0.45 -1.48 -5.04
H 1.56 2.73 3.07
H -0.26 3.16 1.44
H 1.08 4.68 4.50
H 0.46 0.83 -6.01
H -1.71 -4.74 4.83
H -4.60 0.60 -3.30
H -3.17 -2.86 4.15
H -0.62 -3.97 -1.47
H -4.02 4.76 -0.52
H -0.12 5.54 0.76
H -3.35 2.77 0.96
H 1.86 -3.95 1.35
```

=====

(8)
A structure of composition C12H28AgFN4O4, computed with wB97M-V/def2-TZVPD.

Computed properties:
HOMO energy (hartree): -0.274
ΔE to the lowest compared entry with this formula, charge and spin (kcal per mole): 37.8

Structure (XYZ):
```
50
C12H28AgFN4O4, DFT wB97M-V/def2-TZVPD
Ag 0.60 0.47 -0.64
F -1.01 2.19 -1.31
O 2.86 0.85 0.09
O 0.49 -1.91 -0.27
O 0.14 -0.47 -2.99
O -0.63 -0.02 1.56
N -1.89 -0.67 -4.07
N -0.02 0.85 3.65
N 3.44 2.86 0.90
N -1.23 -3.45 -0.41
C -2.24 -2.56 0.20
C 4.17 3.75 1.75
C 0.43 2.17 3.14
C 0.06 -3.07 -0.53
C -0.47 -0.11 2.81
C 0.23 0.60 5.06
C -1.94 -2.13 -3.96
C -3.06 -0.03 -4.65
C -1.66 -4.78 -0.89
C 2.31 3.55 0.27
C 3.63 1.55 0.77
C -0.81 0.06 -3.63
H -3.20 -2.51 -0.32
H 3.48 3.91 2.58
H 1.48 3.74 0.95
H -0.16 1.44 5.64
H -1.88 -5.59 -0.20
H -2.82 -2.24 -3.32
H 0.64 -3.93 -0.89
H -2.78 0.68 -5.42
H -1.08 -2.52 -3.43
H 2.02 2.97 -0.61
H -3.62 -0.74 -5.27
H -2.17 -2.54 -4.95
H -2.34 -2.96 1.21
H 0.10 2.33 2.11
H -0.47 -1.12 3.24
H -1.94 -1.53 0.36
H 4.44 1.07 1.34
H 2.65 4.47 -0.20
H -3.71 0.50 -3.96
H 1.29 0.71 5.29
H -0.90 -5.19 -1.56
H -0.17 -0.34 5.46
H 1.52 2.25 3.12
H -2.51 -4.63 -1.56
H 4.37 4.72 1.30
H 0.18 2.96 3.85
H -0.88 1.13 -3.85
H 5.04 3.31 2.25
```

=====

no.,maximum force (eV Å⁻¹)
1,4.620
2,0.610
3,4.073
4,1.542
5,2.219
6,8.404
7,2.039
8,3.421